Record 1
{
  "formula": "C6H18AlN3OP",
  "method": "wB97M-V/def2-TZVPD",
  "symbols": ["Al", "O", "P", "N", "C", "C", "N", "C", "C", "N", "C", "C", "H", "H", "H", "H", "H", "H", "H", "H", "H", "H", "H", "H", "H", "H", "H", "H", "H", "H"],
  "positions_angstrom": [[4.68235, 8.54487, -18.19051], [1.68336, 8.67301, -18.82896], [0.24950, 8.39414, -18.90476], [-0.29121, 6.85945, -18.38815], [-0.00707, 5.73036, -19.25976], [-0.40013, 6.46054, -16.98273], [-0.35062, 8.61548, -20.48089], [-1.72855, 8.34165, -20.81185], [0.60484, 8.55578, -21.59949], [-0.62754, 9.43891, -17.88410], [-0.18595, 10.81792, -17.73835], [-1.94864, 9.16083, -17.37055], [1.05471, 5.46015, -19.16297], [-0.19988, 6.03362, -20.29212], [-0.64758, 4.87736, -19.02904], [-0.24878, 7.31321, -16.31147], [0.29367, 5.65381, -16.76051], [-1.42759, 6.20536, -16.67766], [-2.42247, 8.86276, -20.16073], [-1.95882, 8.58436, -21.85212], [-1.96791, 7.25899, -20.81023], [1.38170, 9.32136, -21.55134], [1.17454, 7.61171, -21.59301], [0.04803, 8.57361, -22.52893], [-0.54199, 11.08482, -16.73374], [0.88233, 10.92238, -17.88517], [-0.71076, 11.51069, -18.41959], [-2.57202, 10.06502, -17.30127], [-1.86041, 8.93003, -16.29045], [-2.52664, 8.39555, -17.87551]],
  "mulliken_charge": [1.147, -0.874, 0.420, 0.253, -0.840, -0.898, 0.146, -0.639, -0.798, 0.183, -0.816, -1.059, 0.377, 0.349, 0.370, 0.412, 0.398, 0.375, 0.258, 0.379, 0.393, 0.298, 0.341, 0.371, 0.456, 0.293, 0.381, 0.436, 0.438, 0.450],
  "spin_multiplicity": 1,
  "total_charge": 3,
  "de_lowest_ev": 1.3553
}

=====

Record 2
{
  "formula": "C6H18AsCuF6O7P",
  "method": "wB97M-V/def2-TZVPD",
  "symbols": ["Cu", "O", "H", "O", "H", "O", "H", "As", "F", "F", "F", "F", "F", "F", "C", "C", "O", "P", "O", "O", "C", "C", "O", "C", "C", "H", "H", "H", "H", "H", "H", "H", "H", "H", "H", "H", "H", "H", "H", "H"],
  "positions_angstrom": [[-1.81742, -2.14757, -2.62336], [-3.49506, -3.62983, -3.35664], [-3.88179, -3.74242, -4.23387], [-2.21850, -2.48848, -0.34463], [-2.21559, -1.70021, 0.20600], [-0.11168, -3.61132, -2.72882], [0.53153, -4.06350, -3.28359], [-3.64729, 1.37650, -1.96178], [-2.71884, 0.38033, -3.03714], [-4.54377, 2.03785, -3.35055], [-4.55347, 2.55303, -0.95252], [-2.84548, 0.67190, -0.58175], [-2.35463, 2.58970, -2.00982], [-4.97886, 0.28795, -1.73535], [4.53247, 1.24990, 0.73008], [3.75664, 0.59603, 1.84470], [3.24372, -0.67716, 1.47821], [1.70828, -0.85477, 0.99287], [1.26947, -2.22915, 0.77178], [0.87190, -0.04953, 2.13561], [-0.23838, -0.65252, 2.78057], [-0.39008, -0.00005, 4.14100], [1.59546, 0.15545, -0.22142], [0.35475, 0.63594, -0.79501], [0.80387, 1.89925, -1.57253], [5.53970, 0.86739, 0.56545], [3.98892, 1.07707, -0.20363], [4.51962, 2.33606, 0.84444], [4.44558, 0.38210, 2.66660], [2.98135, 1.28975, 2.17257], [-1.09316, -0.62012, 2.09709], [-0.13403, -1.73994, 2.86458], [0.01094, 1.01199, 4.03589], [-1.41224, 0.16030, 4.49801], [0.07803, -0.46941, 5.00943], [0.05304, -0.12306, -1.51066], [-0.35893, 1.01432, -0.06484], [1.32793, 2.58319, -0.90882], [1.51814, 1.46821, -2.27907], [-0.12213, 2.17485, -2.07908]],
  "mulliken_charge": [0.569, -0.926, 0.042, -1.000, 0.158, -0.778, -0.013, 1.984, -0.463, -0.539, -0.557, -0.453, -0.521, -0.466, -1.014, -0.178, -0.410, 0.701, -0.677, -0.222, -0.036, -1.279, -0.155, 0.455, -1.440, 0.296, 0.256, 0.313, 0.352, 0.225, 0.150, 0.350, 0.290, 0.383, 0.298, -0.037, 0.281, 0.322, 0.312, 0.425],
  "spin_multiplicity": 1,
  "total_charge": -3,
  "de_lowest_ev": 0.2967
}

=====

Record 3
{
  "formula": "C6H18B2F8KO3",
  "method": "wB97M-V/def2-TZVPD",
  "symbols": ["K", "B", "F", "F", "F", "F", "B", "F", "F", "F", "F", "C", "C", "O", "H", "H", "H", "H", "H", "H", "C", "C", "O", "H", "H", "H", "H", "H", "H", "C", "C", "O", "H", "H", "H", "H", "H", "H"],
  "positions_angstrom": [[-6.50461, -12.14614, -21.94861], [-3.68805, -13.18527, -24.76763], [-3.96139, -13.09003, -26.13386], [-3.58709, -14.53413, -24.37226], [-2.49529, -12.51424, -24.44472], [-4.74934, -12.59511, -24.01216], [-7.93594, -9.61791, -23.92205], [-7.22287, -8.49091, -23.36953], [-8.75739, -10.13430, -22.88572], [-8.66080, -9.22313, -25.04088], [-6.98181, -10.58750, -24.27159], [-5.62488, -14.72725, -17.87318], [-4.63105, -13.81067, -18.55221], [-5.12466, -13.51293, -19.85894], [-6.56209, -14.20287, -17.69885], [-5.20488, -15.11283, -16.94445], [-5.82002, -15.58247, -18.52201], [-3.64742, -14.28012, -18.62981], [-4.51971, -12.88155, -17.98051], [-4.38808, -13.18991, -20.38908], [-5.84852, -7.44854, -20.59934], [-4.92293, -8.63578, -20.88947], [-5.57707, -9.65777, -21.60360], [-6.83116, -7.81856, -20.28968], [-6.04558, -6.88354, -21.51367], [-5.44919, -6.77476, -19.84184], [-4.58204, -9.09166, -19.95491], [-4.03447, -8.30420, -21.43967], [-6.02099, -9.25953, -22.37860], [-7.99022, -10.75701, -17.40060], [-7.16716, -10.82127, -18.67283], [-7.94565, -11.24089, -19.78478], [-8.40015, -11.74104, -17.16759], [-8.84221, -10.07654, -17.52427], [-7.42438, -10.38009, -16.54741], [-6.38473, -11.57012, -18.56627], [-6.70518, -9.85252, -18.88463], [-8.63666, -10.58689, -19.93511]],
  "mulliken_charge": [0.992, 0.395, -0.377, -0.416, -0.416, -0.205, 0.320, -0.447, -0.394, -0.344, -0.282, -0.989, -0.359, -0.468, 0.198, 0.351, 0.279, 0.410, 0.273, 0.290, -1.051, -0.427, -0.218, 0.249, 0.333, 0.335, 0.331, 0.322, 0.305, -1.240, 0.759, -0.422, 0.300, 0.372, 0.357, -0.362, -0.003, 0.252],
  "spin_multiplicity": 1,
  "total_charge": -1,
  "de_lowest_ev": 0.0000
}

=====

Record 4
{
  "formula": "C6H18BBrO6PS",
  "method": "wB97M-V/def2-TZVPD",
  "symbols": ["O", "P", "Br", "C", "O", "B", "O", "C", "O", "S", "H", "H", "H", "H", "H", "H", "C", "C", "O", "H", "H", "H", "H", "H", "H", "C", "C", "O", "H", "H", "H", "H", "H", "H"],
  "positions_angstrom": [[3.18466, -0.77242, -0.14187], [2.25511, -1.46857, 1.03508], [2.92400, -0.38455, 2.88312], [0.65834, -0.67914, 0.50211], [0.78852, 0.71458, 0.56837], [-0.15873, 1.18207, 1.65284], [-1.14011, 0.03744, 1.76394], [-0.55894, -1.10570, 1.35424], [-0.26566, -1.88216, 2.47368], [-1.86532, -1.99268, 0.34284], [3.93617, -1.38154, -0.22931], [0.54613, -0.90449, -0.55469], [0.44295, 1.25275, 2.72334], [-0.72459, 2.21264, 1.32655], [0.21689, -2.67591, 2.19189], [-1.38588, -1.85523, -0.89474], [4.68337, 3.55103, -0.55443], [5.43091, 2.28323, -0.17628], [4.73065, 1.52508, 0.79291], [4.51278, 4.16513, 0.32968], [5.24207, 4.13703, -1.28861], [3.70653, 3.30789, -0.97618], [6.39970, 2.52899, 0.26074], [5.60739, 1.66723, -1.06871], [3.87543, 1.29051, 0.40706], [-6.49013, -0.94368, -1.62258], [-5.80811, -2.28250, -1.84601], [-4.39735, -2.18172, -1.73816], [-6.12551, -0.20980, -2.34115], [-7.57391, -1.03018, -1.72680], [-6.26842, -0.56155, -0.62453], [-6.01701, -2.65351, -2.84937], [-6.17904, -3.02201, -1.12574], [-4.18289, -1.86825, -0.84924]],
  "mulliken_charge": [-0.388, -0.022, -0.214, -0.230, -0.522, 0.703, -0.651, 0.885, -0.505, -0.420, 0.317, 0.166, -0.298, -0.252, 0.337, 0.145, -1.003, -0.242, -0.388, 0.256, 0.339, 0.316, 0.277, 0.221, 0.222, -1.003, -0.215, -0.458, 0.261, 0.326, 0.331, 0.259, 0.253, 0.201],
  "spin_multiplicity": 1,
  "total_charge": -1
}

=====

no.,HOMO-LUMO gap (eV)
1,3.62
2,2.59
3,9.80
4,7.19